Record 1
# C4H9N4

A structure of composition C4H9N4 at a distorted geometry (the ωB97M-V functional and the def2-TZVPD basis, the Open Molecules 2025 dataset).

The geometry in XYZ format:
```
17
Properties=species:S:1:pos:R:3:mulliken_charge:R:1
N -0.34 -2.02 -0.78 -0.217
N -2.06 0.26 0.23 -0.315
N 0.29 -2.42 0.20 -0.292
N -0.96 0.21 2.29 -0.406
H 2.51 -0.64 -0.52 0.470
H 1.30 0.13 -2.59 0.344
H -2.62 0.96 0.72 0.228
C 1.58 -0.10 -0.51 -0.316
C -1.01 -0.12 0.96 0.402
H -2.31 -0.04 -0.69 0.254
H -1.66 0.78 2.77 0.233
H 0.21 1.12 -1.73 0.314
H 1.82 1.66 -1.65 0.353
C 0.37 -1.02 -0.03 0.508
H 1.68 0.60 0.35 0.252
C 1.23 0.75 -1.72 -1.107
H -0.04 -0.10 2.70 0.296
```

Output
- Charge: +1
- ΔE to the lowest compared entry with this formula, charge and spin: 358.8 kJ/mol
- Multiplicity: 1
- E: -376.470318 a.u.

Record 2
# C52H32Cl4F3N6O3W

A structure of composition C52H32Cl4F3N6O3W at a distorted geometry (the ωB97M-V functional and the def2-TZVPD basis, the Open Molecules 2025 dataset).

The geometry in XYZ format:
```
101
Properties=species:S:1:pos:R:3:mulliken_charge:R:1
C -0.11 0.40 -2.90 0.243
H -1.55 -5.64 4.63 0.387
H 1.15 5.20 -2.68 0.737
C -0.13 2.66 -3.18 -1.417
C 6.59 -0.03 3.75 -0.967
H 3.94 2.60 4.43 0.532
F -1.37 2.24 2.28 -0.224
C -0.26 -3.81 -0.94 -1.709
Cl -6.93 1.58 0.37 -0.176
H 1.12 -2.03 -7.41 0.423
C -0.87 -5.56 3.75 -1.147
H -0.36 1.34 -4.90 0.626
H 3.11 -0.87 4.42 0.578
C -0.63 -4.33 3.11 0.135
H 0.56 7.55 -2.40 0.387
C 0.48 4.63 -0.69 -0.175
N 0.14 -1.47 -0.62 0.193
H 5.07 3.24 1.73 0.686
C 2.17 -0.22 2.59 0.020
N 0.20 0.97 -1.62 0.165
F -1.11 0.39 3.25 -0.277
H 1.54 -5.33 0.73 0.559
H -0.22 4.47 1.40 0.327
H 5.21 -0.81 2.31 0.461
C 0.61 -1.60 -5.29 0.068
C -0.52 1.21 2.41 -0.279
C -4.26 1.61 0.26 -0.608
C 4.12 3.06 1.32 -1.215
N 1.26 -0.70 1.65 -0.302
C 0.85 -5.42 1.56 0.027
C 5.41 -0.03 3.03 0.165
C 6.84 0.94 4.73 -0.462
C -5.35 0.86 0.51 0.874
C 0.04 -2.77 0.04 0.462
C 0.55 3.16 -0.79 0.317
H -4.82 -2.51 -1.25 0.180
C 1.07 2.29 0.23 -0.282
Cl -4.32 3.25 -0.27 -0.175
C -0.95 -2.13 -7.06 -0.436
C -0.42 -3.17 -2.18 -1.665
F 0.55 1.71 3.06 -0.175
Cl -6.72 -1.28 1.42 -0.157
C 0.72 -6.63 2.27 -0.948
H -0.29 -4.82 -0.67 0.869
H 1.62 -1.60 -4.88 0.486
C 0.39 6.83 -1.62 -1.030
H -0.37 3.64 -3.56 0.720
H -1.17 -2.37 -8.07 0.441
H -6.37 -1.85 -1.73 0.214
C 0.38 -3.00 1.34 2.189
C 0.17 2.35 -1.83 0.428
H -3.05 -2.21 -6.51 0.389
N -5.44 -0.04 -3.17 -0.425
C -2.99 0.97 0.33 -0.274
H 3.33 4.25 -0.45 0.444
C 4.67 1.86 4.23 -0.099
C 5.90 1.92 4.95 -0.795
C 1.03 -1.99 2.10 0.336
H -1.16 -3.44 3.44 0.599
C 0.15 -4.30 1.99 -0.536
C 0.74 5.47 -1.74 0.007
O -1.80 1.40 -0.14 -0.326
C -0.17 7.32 -0.48 -0.451
N -5.36 -1.86 -1.85 -0.415
C -0.32 6.45 0.59 -0.873
C -0.49 -1.41 -4.45 -0.816
C 0.01 5.12 0.54 -0.227
C -0.22 1.49 -3.84 -1.356
H 7.36 -0.73 3.57 0.429
H 7.76 1.01 5.25 0.451
C 4.43 0.85 3.32 -1.087
C -0.16 -6.71 3.30 -0.314
H -2.68 -1.34 -4.21 0.272
H -0.77 6.93 1.51 0.299
H 1.27 -7.52 1.89 0.347
C -4.03 -1.04 1.31 -0.316
H 6.01 2.72 5.67 0.416
O -3.45 -0.66 -2.24 -0.274
C 0.35 -1.93 -6.66 -0.925
C -1.82 -1.53 -4.88 0.208
C 3.15 0.89 2.46 1.851
O -1.67 -0.74 0.91 0.169
H -0.64 -3.61 -3.15 0.564
C -0.17 -1.80 -1.94 0.742
H 1.97 -3.21 3.81 0.576
C -2.01 -2.02 -6.17 -0.753
C 1.74 -2.29 3.31 -2.028
C 2.43 -1.12 3.57 -1.539
W -0.23 0.32 0.26 3.219
C -4.63 -0.82 -2.41 0.413
C 3.17 1.96 1.69 -0.467
Cl -3.84 -2.72 1.57 -0.100
N 2.26 2.59 0.74 0.923
C -0.23 -0.92 -3.10 1.498
C -2.88 -0.27 0.92 0.203
H -0.28 -7.69 3.79 0.363
H -5.13 0.90 -3.36 0.230
C 3.29 3.59 0.42 -0.643
C -5.25 -0.43 1.04 0.367
H -0.47 8.35 -0.39 0.471
H -6.43 -0.21 -3.35 0.178
```

Output
- Charge: +1
- ΔE to the lowest compared entry with this formula, charge and spin: 37.8 kJ/mol
- Multiplicity: 1
- E: -4762.227482 a.u.

Record 3
# C6H12N2O

A cluster of 2 separate species, C6H12N2O in total at a distorted geometry (the ωB97M-V functional and the def2-TZVPD basis, the Open Molecules 2025 dataset).

The geometry in XYZ format:
```
21
Properties=species:S:1:pos:R:3:mulliken_charge:R:1
H 0.60 -0.38 0.00 0.227
C 2.48 -0.13 -0.24 0.465
H -1.30 -0.13 2.62 0.356
H 1.73 0.42 -2.11 0.188
H -2.99 0.08 2.26 0.331
H -1.75 -1.10 -1.22 0.282
H -0.10 1.45 0.90 0.418
C -0.72 1.02 0.15 -1.132
C -2.49 -0.49 -0.65 -1.152
N 3.79 0.83 1.53 -0.812
H -2.40 -1.40 1.74 0.355
H 3.49 0.91 -1.76 0.303
C 2.67 0.15 -1.68 -0.844
H -3.06 0.24 -1.26 0.310
C -1.60 0.06 0.47 0.926
H -0.61 1.30 -0.91 0.363
N 3.18 0.29 0.70 0.648
C -2.04 -0.37 1.91 -1.345
H 2.87 -0.61 -2.42 0.280
O 1.41 -0.99 0.09 -0.529
H -3.14 -1.16 -0.12 0.362
```

Output
- ΔE to the lowest compared entry with this formula, charge and spin: 418.9 kJ/mol
- Multiplicity: 1
- E: -420.424344 a.u.

Record 4
# C5H12Cl2N2O3P

A cluster of 2 separate species, C5H12Cl2N2O3P in total at a distorted geometry (the ωB97M-V functional and the def2-TZVPD basis, the Open Molecules 2025 dataset).

The geometry in XYZ format:
```
25
Properties=species:S:1:pos:R:3:mulliken_charge:R:1
H -0.53 1.47 1.89 0.292
C -1.67 -2.97 -0.78 -0.888
H 2.41 2.36 -1.12 0.274
H 1.48 1.90 -2.55 0.261
H -2.09 -2.92 -1.68 0.445
N -1.78 -1.76 0.00 0.072
N -0.52 1.27 0.91 -0.323
Cl -3.76 1.08 -0.78 -0.131
H 4.02 1.18 1.28 0.274
P 0.77 0.44 0.39 0.890
C 3.43 0.37 0.82 -0.678
H -0.63 -1.40 0.25 0.347
O 2.12 0.92 1.13 -0.355
O 0.58 -1.03 0.66 -0.721
H 3.72 -0.58 1.56 0.248
O 1.04 0.65 -1.12 -0.218
H -2.10 -3.80 -0.15 0.328
C -2.65 -0.94 0.13 0.244
C -3.63 -0.10 0.39 0.234
Cl -4.68 -0.09 1.79 -0.091
C 1.36 2.02 -1.45 -0.661
H 3.65 0.20 -0.20 0.357
H -0.53 -3.17 -0.89 0.255
H 0.68 2.72 -0.97 0.281
H -0.68 2.18 0.48 0.263
```

Output
- Charge: +1
- Multiplicity: 1
- E: -1794.427963 a.u.

Record 5
# C28H37InN2O3P2S

A structure of composition C28H37InN2O3P2S at a distorted geometry (the ωB97M-V functional and the def2-TZVPD basis, the Open Molecules 2025 dataset).

The geometry in XYZ format:
```
74
Properties=species:S:1:pos:R:3:mulliken_charge:R:1
H -4.00 3.90 -1.39 0.345
H 0.50 -5.80 0.16 0.450
H -4.82 2.42 -0.84 0.340
H -4.53 -2.76 -3.04 0.399
C 0.52 -3.66 -0.06 -0.304
P -1.26 -0.05 2.78 0.144
C -1.50 -2.83 3.27 -0.265
C -2.06 1.55 -4.36 -0.854
In -0.40 0.03 0.14 0.669
C -1.42 2.50 5.93 -0.680
C -1.16 1.93 4.70 -0.339
H -1.13 -3.54 -4.73 0.246
H -3.40 0.09 7.24 0.436
C -2.19 -4.02 3.19 -0.979
C -3.74 -2.01 -3.04 -0.970
O -1.85 -1.22 -1.70 0.256
O -0.82 -3.30 -2.72 -0.176
C -1.89 2.01 -1.95 0.346
C -3.97 2.28 -2.87 -0.410
H -2.28 2.30 -5.12 0.333
H -2.44 2.28 7.80 0.421
H -3.03 -2.27 -3.81 0.125
C 1.22 -0.61 4.05 -0.237
P -0.40 -1.99 -1.91 -0.292
H 0.61 -5.24 -5.05 0.447
C 2.58 -0.86 4.00 -0.804
C -3.29 -1.74 2.07 -0.469
H -0.62 -5.19 -1.06 0.181
H -2.93 -0.96 5.05 0.453
H -4.56 1.37 -2.97 0.163
C -2.77 0.59 6.53 -0.780
H -4.18 -1.04 -3.27 0.111
C -3.98 -2.93 2.01 -0.667
H 3.07 -0.90 0.64 0.537
H 0.70 -0.53 5.00 0.514
C -3.06 -2.00 -1.68 0.049
C -3.98 2.81 -1.42 -0.646
H 0.47 -2.88 -4.30 0.449
H -1.02 3.47 6.17 0.426
H 1.35 -3.66 -0.77 0.421
C 2.55 -0.82 1.59 -0.638
H -4.32 3.01 -3.59 0.419
H -2.83 -3.02 -1.37 0.150
H -4.95 -2.97 1.54 0.470
C -2.05 -1.68 2.72 0.636
H -0.54 -2.79 3.77 0.492
H 0.90 -3.44 0.94 0.256
C 3.24 -0.96 2.79 -0.591
H -0.47 -5.74 -3.76 0.314
H -3.70 -0.82 1.65 0.486
H 1.13 -5.10 -3.37 0.300
H -0.54 2.44 3.97 0.398
H -1.00 -4.99 0.66 0.144
H 3.13 -0.97 4.92 0.445
H -3.97 -5.01 2.52 0.425
C -0.30 -3.61 -4.02 -0.310
H 4.31 -1.12 2.77 0.450
N -2.71 2.30 -0.91 -0.019
O -0.40 -2.61 -0.38 0.231
C -0.20 -5.00 -0.08 -1.034
C -1.68 0.67 4.40 0.466
H -2.53 0.61 -4.64 0.283
C -3.43 -4.08 2.57 -0.448
H -2.33 2.71 -0.06 0.226
C 1.21 -0.54 1.68 -0.287
S -0.22 1.76 -1.81 -0.377
C 0.52 -0.43 2.86 0.629
C 0.28 -5.01 -4.04 -1.267
N -2.56 1.98 -3.08 0.109
H -1.77 -4.91 3.62 0.447
H -3.70 -1.53 -0.93 0.317
C -2.50 0.01 5.30 -0.290
C -2.22 1.83 6.84 -0.517
H -0.98 1.41 -4.29 0.300
```

Output
- Charge: +2
- ΔE to the lowest compared entry with this formula, charge and spin: 72.9 kJ/mol
- Multiplicity: 1
- E: -2694.953506 a.u.

Record 6
# C3H5NS

The molecule C3H5NS at a distorted geometry (the ωB97M-V functional and the def2-TZVPD basis, the Open Molecules 2025 dataset).

The geometry in XYZ format:
```
10
Properties=species:S:1:pos:R:3:mulliken_charge:R:1
H -0.56 1.29 -1.00 0.328
S 2.09 0.68 -0.04 -0.138
H -0.23 2.22 0.41 0.214
C 2.06 -1.11 -0.08 -0.283
C -0.55 1.13 0.06 -0.771
H 0.06 -1.84 0.66 0.323
H 2.84 -1.86 0.09 0.347
C 0.72 -1.09 0.26 -0.321
N 0.42 0.21 0.54 -0.096
H -1.40 0.83 0.52 0.398
```

Output
- ΔE to the lowest compared entry with this formula, charge and spin: 244.1 kJ/mol
- Multiplicity: 1
- E: -570.141590 a.u.